[1]
Below is C6H13NO in the gas phase, with properties calculated with wB97M-V/def2-TZVPD.

The HOMO energy is -9.4 eV. For the gap between HOMO and LUMO, the calculation gives 10.4 eV. The value obtained for the LUMO energy is 0.934 eV.

Geometry as XYZ:
```
21
Properties=species:S:1:pos:R:3:forces:R:3:lowdin_charge:R:1
C -0.524 -1.965 -1.368 -1.2 0.4 -0.7 -0.037
N -0.382 -0.710 -1.414 0.7 -0.8 -0.5 0.003
C -0.811 0.157 -0.374 0.5 0.7 1.3 -0.351
C -1.821 -0.384 0.639 0.3 0.0 -0.2 -0.062
C 0.537 0.700 0.368 -1.0 -0.4 -1.2 -0.578
C 1.335 1.517 -0.646 0.0 -0.2 0.3 -0.035
C 1.358 -0.459 0.896 -0.1 -0.3 -0.6 -0.025
O 0.163 1.493 1.473 -0.1 0.2 0.3 -0.020
H -0.192 -2.535 -2.226 0.4 -0.2 0.0 0.066
H -1.186 -2.504 -0.686 0.3 0.1 0.5 0.075
H -1.246 1.032 -0.877 0.1 0.0 0.1 0.140
H -1.408 -1.204 1.222 0.0 -0.1 0.1 0.068
H -2.087 0.407 1.334 -0.1 0.0 0.0 0.075
H -2.715 -0.737 0.127 -0.1 0.0 0.0 0.080
H 2.269 1.854 -0.200 0.1 0.0 0.0 0.086
H 1.547 0.911 -1.520 0.0 0.0 -0.1 0.078
H 0.766 2.390 -0.964 -0.1 0.1 0.0 0.082
H 0.776 -1.102 1.548 -0.2 0.0 0.2 0.077
H 2.193 -0.065 1.469 0.2 -0.1 -0.1 0.089
H 1.695 -1.087 0.048 0.1 0.5 0.6 0.090
H -0.267 2.293 1.151 0.0 0.0 0.0 0.101
```
Forces are in eV/Å.

[2]
Below is 2 unconnected molecules or ions with the total composition C3H3ClOS, with properties calculated with wB97M-V/def2-TZVPD.

The HOMO energy (alpha / beta) is -5.5 / -10.8 eV. For the gap between HOMO and LUMO (alpha / beta), the calculation gives 6.2 / 8.4 eV. The expectation value of S² is 2.01. The value obtained for the LUMO energy (alpha / beta) is 0.693 / -2.365 eV. As for the spin multiplicity: 3.

Geometry as XYZ:
```
9
Properties=species:S:1:pos:R:3:forces:R:3:lowdin_spin:R:1
C 1.475 0.027 3.790 -0.1 -0.6 -1.1 0.001
C -0.417 -0.234 -0.168 -3.5 -8.5 -2.9 0.830
C 0.002 0.940 0.257 3.4 9.5 3.4 0.792
O 1.242 -0.612 2.857 -0.1 0.0 0.1 0.013
S 1.843 0.886 5.012 0.2 0.6 0.9 0.002
Cl -0.938 1.963 1.274 0.3 -0.7 -0.5 0.233
H -1.379 -0.634 0.091 -0.1 -0.1 0.0 0.051
H 0.216 -0.835 -0.796 0.0 -0.1 -0.1 0.049
H 0.965 1.362 0.006 -0.2 0.1 0.1 0.029
```
Forces are in eV/Å.

[3]
Below is C9H13N3O in the gas phase, with properties calculated with wB97M-V/def2-TZVPD.

The HOMO energy is -8.5 eV. For the gap between HOMO and LUMO, the calculation gives 9.4 eV. The value obtained for the LUMO energy is 0.900 eV.

Geometry as XYZ:
```
26
Properties=species:S:1:pos:R:3:forces:R:3:lowdin_charge:R:1
C -1.069 -2.644 -0.699 -0.5 -3.2 -0.8 -0.050
O -0.411 -2.067 0.569 -2.6 -2.9 -1.6 -0.120
C 0.676 -1.371 0.294 3.2 -1.3 1.3 -0.374
C 1.968 -1.571 1.011 -3.4 -1.5 1.3 -0.004
C 2.904 -0.668 0.728 4.8 2.0 2.0 -0.164
C 2.791 0.422 -0.165 1.5 1.9 -1.2 -0.105
C 1.617 0.506 -0.854 -2.4 1.5 -0.7 -0.085
C 0.553 -0.358 -0.573 0.1 0.3 -2.7 -0.273
N -0.684 -0.177 -1.466 1.5 2.3 2.8 0.053
N -1.369 0.835 -1.173 0.3 -0.8 -0.7 -0.022
N -1.251 1.666 -0.045 -1.0 -1.0 -4.2 -0.262
C -0.830 1.088 1.160 2.5 -2.4 1.6 -0.088
C -2.347 2.632 -0.268 -1.2 -5.2 -1.4 -0.045
H -0.272 -3.191 -1.370 -0.9 1.8 1.3 0.107
H -1.666 -3.697 -0.433 1.1 3.3 0.1 0.125
H -1.690 -1.898 -1.396 1.4 -1.8 2.2 0.101
H 2.157 -2.260 1.979 -0.9 1.3 -2.8 0.163
H 3.851 -0.683 1.454 -1.9 0.0 -1.9 0.142
H 3.594 1.293 -0.420 -1.7 -2.6 1.2 0.155
H 1.158 1.351 -1.468 1.9 -0.8 0.5 0.138
H -0.791 -0.182 1.089 -0.8 4.2 0.4 0.145
H 0.297 1.470 1.155 -2.1 -1.2 1.6 0.124
H -1.473 1.323 2.064 0.9 0.2 -1.1 0.098
H -2.025 3.582 -0.198 0.8 3.3 0.8 0.023
H -2.589 2.381 -1.414 -0.1 0.9 2.8 0.127
H -3.101 2.222 0.439 -0.4 1.4 -0.6 0.090
```
Forces are in eV/Å.

[4]
Below is a molecular structure, C19H13CrN2O11, with properties calculated with wB97M-V/def2-TZVPD.

The HOMO energy (alpha / beta) is -9.2 / -9.1 eV. For the gap between HOMO and LUMO (alpha / beta), the calculation gives 7.8 / 8.2 eV. The expectation value of S² is 0.76. The value obtained for the LUMO energy (alpha / beta) is -1.391 / -0.919 eV. As for the spin multiplicity: 2.

Geometry as XYZ:
```
46
Properties=species:S:1:pos:R:3:forces:R:3:lowdin_spin:R:1
Cr -0.679 -0.743 -0.259 0.2 0.8 -0.1 0.974
O -2.086 -4.644 0.666 -0.2 -0.2 0.1 0.002
C -2.145 -3.336 0.557 -0.1 0.2 0.0 0.004
O -1.157 -2.665 0.330 0.2 0.0 0.0 0.005
C -3.522 -2.768 0.800 0.0 0.2 -0.1 0.000
O -3.555 -1.400 0.544 0.0 0.0 0.1 0.002
C -4.120 -1.052 -0.715 0.2 -0.2 -0.3 0.000
C -3.164 -1.320 -1.901 -0.5 0.3 0.2 0.000
O -3.610 -1.823 -2.914 0.2 0.1 0.1 0.000
O -1.958 -0.902 -1.717 0.2 -0.3 0.2 -0.004
H -1.181 -4.952 0.514 0.2 0.1 0.0 0.000
H -3.750 -2.924 1.858 0.0 -0.1 0.0 0.000
H -4.250 -3.329 0.207 0.0 -0.1 0.0 0.000
H -4.310 0.019 -0.661 0.0 0.0 0.0 0.000
H -5.054 -1.587 -0.895 0.0 0.0 0.1 0.000
O 0.515 -1.699 -1.476 0.1 0.2 -0.1 0.011
C 1.190 -1.207 -2.387 0.1 -0.2 -0.1 -0.003
C 1.393 0.181 -2.647 -0.2 0.4 0.3 -0.001
C 2.286 0.541 -3.662 0.2 0.0 -0.2 0.000
C 2.564 1.860 -3.905 -0.2 -0.2 0.4 -0.001
C 1.954 2.871 -3.143 0.1 0.0 -0.1 -0.001
C 1.081 2.545 -2.146 -0.2 0.0 0.2 -0.001
C 0.766 1.193 -1.854 0.3 -0.2 -0.5 0.002
O -0.060 0.930 -0.903 -0.2 -0.5 0.4 0.016
N 3.505 2.215 -4.953 0.0 0.0 -0.6 0.000
O 3.634 3.396 -5.221 0.1 -0.1 0.2 0.000
O 4.073 1.311 -5.541 0.0 0.1 0.2 0.000
H 1.713 -1.905 -3.050 0.0 0.0 0.1 0.000
H 2.765 -0.221 -4.263 0.0 0.0 0.0 0.000
H 2.193 3.901 -3.365 0.0 0.0 0.0 0.000
H 0.595 3.303 -1.548 0.0 0.0 0.0 0.000
O 2.602 -1.284 1.872 -0.1 0.1 0.1 0.000
C 1.641 -0.600 2.120 0.2 -0.1 -0.1 -0.001
N 0.460 -0.539 1.395 -0.2 -0.2 -0.2 -0.009
C -0.395 0.338 1.956 0.0 -0.1 -0.1 0.006
O -1.492 0.493 1.397 0.0 0.0 -0.2 -0.005
C 0.217 0.961 3.152 0.2 0.0 0.2 0.000
C -0.206 1.932 4.035 -0.1 0.0 0.0 0.001
C 0.674 2.304 5.049 0.0 0.0 0.0 0.000
C 1.928 1.719 5.160 0.1 0.0 0.0 0.002
C 2.351 0.742 4.260 0.0 -0.1 0.0 0.000
C 1.479 0.375 3.261 -0.2 0.2 0.0 0.001
H -1.183 2.386 3.943 0.0 0.0 0.0 0.000
H 0.377 3.066 5.758 0.0 0.0 0.0 0.000
H 2.593 2.029 5.957 0.0 0.0 0.0 0.000
H 3.330 0.287 4.335 0.0 0.0 0.0 0.000
```
Forces are in eV/Å.

[5]
Below is a molecular structure, C9H11Cl2N6O6Re, with properties calculated with wB97M-V/def2-TZVPD.

The HOMO energy (alpha / beta) is -18.5 / -18.5 eV. Its total charge is +3. For the gap between HOMO and LUMO (alpha / beta), the calculation gives 4.9 / 4.9 eV. The expectation value of S² is 3.79. The value obtained for the LUMO energy (alpha / beta) is -13.586 / -13.576 eV. As for the spin multiplicity: 4.

Geometry as XYZ:
```
35
Properties=species:S:1:pos:R:3:forces:R:3:lowdin_spin:R:1
Re 0.434 1.490 -0.023 4.5 -1.6 0.4 1.769
N -0.014 3.488 0.895 -2.6 -1.1 0.1 0.024
N -1.185 3.813 0.111 1.3 0.6 0.7 0.020
C -1.267 3.161 -1.035 -5.3 1.4 -3.5 0.019
N -2.363 3.421 -1.811 2.7 0.0 2.2 -0.025
N -0.413 2.227 -1.432 0.7 -1.2 1.4 0.029
N -1.027 0.457 -3.960 -4.0 -0.7 -1.4 0.384
O -0.998 -0.689 -3.584 0.8 1.8 -0.2 0.270
O -1.991 1.047 -4.497 3.2 -1.0 1.7 0.345
H -0.286 3.622 1.879 0.0 -0.6 0.0 0.003
H 0.737 4.109 0.773 1.4 1.6 -0.7 0.002
H -1.713 4.675 0.191 0.3 0.3 0.8 0.000
H -2.936 4.210 -1.553 -0.6 -0.1 -0.4 -0.001
H -2.568 2.854 -2.612 0.0 -0.1 -0.6 0.000
O 1.353 -0.024 -0.910 -0.9 -1.0 0.1 0.034
C 1.078 -1.300 -0.784 -1.4 0.9 0.6 0.017
C 0.296 -1.794 0.289 0.3 0.1 -1.0 -0.003
C -0.079 -3.160 0.267 -0.2 1.3 -0.2 0.014
C -0.743 -3.676 1.338 0.9 0.8 0.0 -0.010
C -1.038 -2.980 2.521 1.0 0.2 -0.5 0.013
C -0.616 -1.662 2.581 0.6 1.1 -2.5 -0.005
C -0.086 -1.011 1.411 -0.7 -2.1 1.7 0.009
O 0.077 0.313 1.448 0.0 1.2 -0.9 0.063
N -0.976 -5.050 1.196 -1.6 -5.9 -2.0 -0.001
O -1.827 -5.582 1.924 1.9 1.4 -1.0 -0.002
O -0.386 -5.674 0.222 -1.6 2.3 3.4 -0.003
H 1.424 -1.950 -1.595 0.2 0.1 0.2 -0.001
H -0.015 -3.735 -0.644 0.5 -0.3 0.1 0.000
H -1.479 -3.480 3.366 -0.2 -0.2 0.1 0.001
H -0.646 -1.026 3.419 -0.6 0.3 1.2 0.000
Cl 2.867 2.171 -0.109 -0.3 1.0 -0.2 0.023
C 4.013 0.670 -0.032 -0.6 -0.5 2.2 0.007
Cl 3.695 0.008 1.579 0.1 -0.3 -0.7 0.000
H 5.054 0.988 -0.001 -0.2 0.6 -0.7 0.000
H 3.625 0.069 -0.827 0.4 -0.3 -0.4 0.001
```
Forces are in eV/Å.

[6]
Below is a molecular structure, C23H20F10N4O5Sr, with properties calculated with wB97M-V/def2-TZVPD.

The HOMO energy is -1.7 eV. Its total charge is -2. For the gap between HOMO and LUMO, the calculation gives 6.4 eV. The value obtained for the LUMO energy is 4.662 eV.

Geometry as XYZ:
```
63
Properties=species:S:1:pos:R:3:forces:R:3:lowdin_charge:R:1
Sr -0.091 -0.555 0.260 -1.1 0.4 -0.1 1.572
O 1.150 -3.995 -1.819 0.8 -0.3 -0.4 -0.090
C 2.411 -4.283 -1.227 -0.3 0.2 -0.3 -0.256
C 2.234 -4.753 0.193 -0.1 -0.1 0.3 -0.193
N 1.775 -3.671 1.037 -0.2 0.1 0.2 -0.167
C 0.496 -3.924 1.679 0.2 0.1 0.1 -0.105
C -0.702 -3.767 0.723 -0.1 0.3 -0.3 -0.642
O -1.654 -4.540 0.825 0.3 0.2 0.0 0.003
O -0.580 -2.781 -0.104 -0.5 -1.7 0.1 -0.278
C 2.793 -3.026 1.841 0.0 -0.5 -0.1 -0.124
C 2.463 -1.613 2.322 -0.7 0.5 -0.3 -0.662
O 3.098 -1.199 3.295 -0.1 0.0 -0.2 -0.014
O 1.559 -1.004 1.643 2.1 -0.7 1.8 -0.286
H 0.594 -3.538 -1.163 -0.3 0.4 0.2 0.024
H 3.065 -3.399 -1.237 0.0 0.0 0.0 0.104
H 2.888 -5.056 -1.830 0.0 -0.1 -0.1 0.105
H 3.155 -5.221 0.578 0.0 0.1 0.0 0.115
H 1.463 -5.531 0.173 0.1 -0.1 0.0 0.128
H 0.357 -3.195 2.481 0.0 0.0 0.0 0.129
H 0.434 -4.919 2.126 0.0 -0.2 0.1 0.113
H 3.697 -2.930 1.233 0.0 0.0 0.0 0.122
H 3.071 -3.606 2.733 0.0 -0.1 0.0 0.117
C 2.071 -0.782 -2.516 -0.2 0.0 0.1 -0.090
N 0.907 0.025 -2.142 0.0 0.3 -0.3 -0.283
C -0.244 -0.262 -3.034 0.1 0.2 0.2 -0.192
C -1.510 0.532 -2.686 -0.1 -0.1 0.4 -0.260
N -1.844 0.332 -1.284 -0.9 0.7 -0.1 -0.096
C -2.716 1.132 -0.630 0.5 -0.8 -0.4 -0.213
C -3.151 0.728 0.677 0.1 0.1 -0.3 -0.168
F -2.697 -0.461 1.153 0.0 0.1 0.0 0.037
C -3.990 1.452 1.482 0.1 -0.3 0.1 -0.175
F -4.325 0.990 2.697 0.0 0.0 0.0 0.103
C -4.516 2.653 1.050 -0.1 0.1 0.1 -0.177
F -5.342 3.373 1.838 -0.1 0.1 0.0 0.075
C -4.171 3.079 -0.209 0.1 0.1 -0.3 -0.164
F -4.681 4.243 -0.660 0.0 0.0 -0.1 0.084
C -3.311 2.353 -1.018 -0.2 0.2 0.1 -0.140
F -3.038 2.885 -2.237 0.0 0.1 -0.1 0.051
C 1.279 1.460 -2.074 0.0 -0.3 0.2 -0.183
C 1.834 1.858 -0.696 -0.4 -0.1 0.2 -0.230
N 0.796 1.744 0.327 0.2 1.2 0.0 -0.102
C 0.288 2.789 0.993 0.4 -0.8 -0.3 -0.205
C -0.592 2.511 2.087 0.0 -0.2 0.0 -0.142
F -0.819 1.204 2.393 0.0 0.2 -0.1 0.049
C -1.216 3.457 2.857 0.0 -0.2 0.0 -0.168
F -2.032 3.085 3.857 0.0 0.0 0.0 0.100
C -1.007 4.805 2.622 -0.1 0.1 0.1 -0.178
F -1.620 5.748 3.374 0.0 0.1 0.0 0.066
C -0.159 5.140 1.597 0.2 0.0 -0.3 -0.170
F 0.046 6.445 1.320 0.1 0.1 0.0 0.077
C 0.471 4.181 0.821 -0.1 0.2 0.0 -0.140
F 1.239 4.644 -0.204 0.0 0.1 0.0 0.041
H 2.856 -0.679 -1.764 0.0 0.0 0.0 0.084
H 2.487 -0.458 -3.482 0.0 0.0 -0.1 0.081
H 1.800 -1.839 -2.583 -0.1 0.1 0.0 0.069
H -0.458 -1.333 -2.947 0.1 0.1 0.0 0.119
H 0.024 -0.053 -4.083 0.0 0.0 -0.1 0.114
H -2.311 0.156 -3.346 0.1 0.0 0.0 0.112
H -1.373 1.574 -2.977 0.1 0.1 0.0 0.083
H 0.397 2.072 -2.245 -0.1 0.0 0.0 0.107
H 2.016 1.701 -2.859 0.0 -0.1 0.0 0.112
H 2.278 2.848 -0.797 0.0 0.1 0.0 0.096
H 2.661 1.174 -0.434 -0.2 0.1 0.0 0.103
```
Forces are in eV/Å.

Energy relative to the best compared isomer or geometry (same formula, charge and spin) (computed, kcal per mole): 34.3, 15.0, 188.6, 8.6, 20.7, 19.1
Molecular weight (computed, g/mol): 115.2, 122.6, 179.2, 497.3, 556.3, 710.0
E (computed, a.u.): -366.37929, -1049.56165, -589.97643, -2713.45692, -2126.74424, -2513.18137